No. 1
{
  "formula": "C22H48O5",
  "method": "the ωB97M-V functional and the def2-TZVPD basis",
  "homo_energy_ev": -9.9,
  "gap_ha": 0.3892,
  "e_above_lowest_ev": 0.000,
  "smiles": "CCCCCCCCC[C@@H]1CCC(=O)O1.CC(C)O.CC(C)O.CC(C)O",
  "total_energy_ev": -33829.5628,
  "lumo_ha": 0.0266,
  "symbols": ["C", "C", "C", "C", "C", "C", "C", "C", "C", "C", "C", "C", "C", "O", "O", "H", "H", "H", "H", "H", "H", "H", "H", "H", "H", "H", "H", "H", "H", "H", "H", "H", "H", "H", "H", "H", "H", "H", "H", "C", "C", "C", "O", "H", "H", "H", "H", "H", "H", "H", "H", "C", "C", "C", "O", "H", "H", "H", "H", "H", "H", "H", "H", "C", "C", "C", "O", "H", "H", "H", "H", "H", "H", "H", "H"],
  "coordinates": [[-3.71587, -0.58943, 0.56459], [-2.82666, -0.50544, 1.82091], [-1.89629, 0.73687, 1.86739], [-0.42035, 0.42431, 1.55460], [0.02995, 0.60732, 0.09395], [-0.47179, 1.86805, -0.63446], [-1.80131, 1.61764, -1.39481], [-1.76706, 2.05686, -2.88446], [-2.31796, 0.93880, -3.77582], [-1.44328, -0.29770, -3.77970], [0.06419, -0.17320, -3.75763], [0.38017, -1.67840, -3.83028], [-0.58656, -2.05599, -4.95524], [-0.48444, -2.83456, -5.80037], [-1.68482, -1.25899, -4.81054], [-4.62966, -1.11896, 0.81614], [-3.97484, 0.37892, 0.15508], [-3.21007, -1.18141, -0.19764], [-2.22305, -1.40048, 1.90254], [-3.49212, -0.41356, 2.66839], [-1.92156, 1.05728, 2.90798], [-2.31122, 1.55985, 1.29137], [0.23412, 0.96602, 2.24145], [-0.28297, -0.63115, 1.78566], [-0.16785, -0.26577, -0.52294], [1.11829, 0.68946, 0.12478], [0.27475, 2.10458, -1.39028], [-0.54468, 2.73376, 0.01388], [-2.00407, 0.56186, -1.30439], [-2.61637, 2.15480, -0.92304], [-2.43770, 2.89772, -3.01176], [-0.75550, 2.33809, -3.15990], [-2.52688, 1.32472, -4.77421], [-3.27960, 0.64615, -3.35827], [-1.74923, -0.83955, -2.87401], [0.31696, 0.14618, -4.77049], [0.52103, 0.38746, -2.96183], [1.43538, -1.82538, -4.02913], [0.01268, -2.20692, -2.95310], [0.63196, 4.48539, 2.16158], [1.10715, 3.98544, 3.51482], [2.12784, 4.93311, 4.12633], [1.67779, 2.68220, 3.38200], [1.46777, 4.55044, 1.45870], [-0.09413, 3.79374, 1.73685], [0.16989, 5.47072, 2.24267], [0.25352, 3.88291, 4.18628], [3.01116, 5.01158, 3.48626], [2.46378, 4.56025, 5.09467], [1.70942, 5.93156, 4.26302], [2.43879, 2.74994, 2.79248], [3.87647, -3.86514, -6.04364], [4.18804, -3.08662, -4.77475], [5.53674, -3.48597, -4.19584], [3.15975, -3.30862, -3.80846], [3.82995, -4.93748, -5.83462], [2.90428, -3.57294, -6.44294], [4.63476, -3.69381, -6.80945], [4.18518, -2.01690, -4.99122], [5.54171, -4.54677, -3.93043], [5.74327, -2.92468, -3.28358], [6.34305, -3.30329, -4.90787], [3.14403, -4.25137, -3.60352], [-1.23309, -2.75490, 5.68901], [-1.43820, -1.25800, 5.51330], [-0.98658, -0.48851, 6.74506], [-2.81397, -0.98570, 5.24833], [-1.82204, -3.12750, 6.53199], [-1.56616, -3.29297, 4.80046], [-0.18323, -2.99272, 5.86791], [-0.88041, -0.91194, 4.64111], [-1.56780, -0.79014, 7.62127], [-1.14467, 0.58169, 6.60602], [0.07039, -0.66043, 6.95431], [-3.33015, -1.28237, 6.00752]],
  "forces_ev_per_angstrom": [[0.47, -0.70, 0.34], [-0.43, 1.30, -0.79], [0.25, -0.80, 0.70], [-0.49, -0.16, -0.48], [0.60, 0.91, 0.52], [-0.37, -0.72, -0.55], [0.72, 0.81, -0.04], [-0.49, -0.93, 0.52], [-0.08, 0.23, -0.67], [-0.37, -0.16, 1.66], [-0.69, -1.28, -0.86], [0.11, 0.88, -0.47], [0.28, 2.46, 3.07], [0.24, -2.75, -2.85], [-0.48, 0.41, -0.81], [-0.21, -0.07, -0.11], [-0.04, 0.20, 0.00], [-0.06, 0.12, -0.30], [-0.04, -0.28, 0.27], [-0.01, -0.32, 0.35], [0.03, 0.24, 0.11], [0.06, 0.08, -0.20], [-0.04, 0.21, -0.28], [0.19, -0.13, 0.21], [-0.27, -0.19, -0.05], [0.16, -0.17, 0.00], [0.18, 0.21, -0.02], [0.05, 0.05, 0.22], [-0.30, -0.26, -0.11], [-0.22, -0.07, 0.24], [0.14, 0.40, -0.10], [0.05, 0.15, -0.24], [0.22, -0.11, -0.19], [-0.25, 0.00, -0.10], [0.27, 0.12, 0.28], [0.48, 0.90, 0.21], [0.07, 0.20, 0.20], [-0.19, -0.72, -0.07], [0.35, -0.08, 0.34], [-0.17, -0.06, -0.04], [0.47, 0.22, -0.31], [-0.01, -0.03, 0.22], [-0.15, -0.10, 0.14], [0.04, 0.07, 0.06], [-0.05, 0.01, 0.07], [0.02, 0.00, -0.02], [0.03, -0.17, 0.02], [-0.07, 0.04, -0.08], [-0.05, 0.01, 0.01], [0.03, 0.00, -0.02], [-0.07, 0.02, 0.05], [-0.16, 0.14, -0.13], [0.14, -0.64, -0.04], [0.06, 0.18, 0.13], [0.06, 0.19, 0.08], [0.10, 0.00, 0.03], [0.02, 0.03, 0.01], [0.00, -0.03, 0.01], [-0.12, 0.02, 0.11], [-0.02, -0.03, -0.11], [0.00, 0.04, -0.04], [0.00, -0.03, 0.01], [-0.01, 0.08, -0.05], [0.02, -0.08, -0.19], [-0.14, -0.23, 0.52], [0.05, 0.19, -0.06], [-0.01, 0.12, -0.22], [0.06, 0.07, 0.07], [0.04, 0.03, -0.02], [-0.02, -0.01, 0.02], [-0.14, 0.05, -0.07], [0.04, -0.10, -0.01], [0.04, -0.01, -0.04], [-0.01, 0.00, 0.02], [0.08, 0.02, -0.05]]
}

No. 2
{
  "formula": "C22H49BrFN2O3P3S2",
  "method": "the ωB97M-V functional and the def2-TZVPD basis",
  "homo_energy_ev": -8.3,
  "gap_ha": 0.3044,
  "smiles": "CCP(CC)[N@@H+]1[C@@H]([PH2]=S)C[C@H](N)[C@](F)(S)[C@@]1(C(=O)[O-])P(O)Br.CCCCCC.CCCCCC",
  "total_energy_ev": -155027.0913,
  "lumo_ha": -0.0016,
  "symbols": ["C", "C", "P", "C", "C", "N", "C", "P", "S", "C", "C", "N", "C", "F", "S", "C", "C", "O", "O", "P", "O", "Br", "H", "H", "H", "H", "H", "H", "H", "H", "H", "H", "H", "H", "H", "H", "H", "H", "H", "H", "H", "H", "H", "C", "C", "C", "C", "C", "C", "H", "H", "H", "H", "H", "H", "H", "H", "H", "H", "H", "H", "H", "H", "C", "C", "C", "C", "C", "C", "H", "H", "H", "H", "H", "H", "H", "H", "H", "H", "H", "H", "H", "H"],
  "coordinates": [[3.46869, 5.24222, 1.84423], [2.10641, 5.18497, 1.14266], [1.11895, 3.67115, 1.17927], [0.19267, 3.31023, 2.72143], [-1.32118, 3.23795, 2.38608], [1.87791, 2.21929, 0.41217], [3.13164, 1.70207, 1.06636], [2.59367, 0.35790, 2.28558], [2.86255, -1.47379, 1.72536], [4.19674, 1.14526, 0.15442], [3.72876, 0.40905, -1.09387], [4.85406, 0.50969, -2.03877], [2.39985, 1.01451, -1.74706], [1.41965, 0.04063, -1.58467], [2.74793, 1.23111, -3.53433], [1.91993, 2.34146, -1.08921], [2.74907, 3.55172, -1.55838], [3.75258, 3.82825, -0.85974], [2.35575, 4.13726, -2.58561], [0.02822, 2.46060, -1.52583], [-0.14905, 1.91810, -3.03253], [-0.59201, 4.59722, -1.71917], [4.16893, 4.57644, 1.34695], [3.41713, 5.01704, 2.90853], [3.89050, 6.23864, 1.71939], [1.46749, 5.94443, 1.60267], [2.25361, 5.52527, 0.12159], [0.52231, 2.45563, 3.30853], [0.33507, 4.18035, 3.36349], [-1.41644, 2.87537, 1.36520], [-1.69487, 4.25762, 2.35521], [-1.86547, 2.61448, 3.08691], [1.17577, 1.47637, 0.54457], [3.61260, 2.43691, 1.70479], [1.20784, 0.56645, 2.45241], [3.16893, 0.67038, 3.53263], [4.92523, 1.89580, -0.13012], [4.75600, 0.42685, 0.76268], [3.55638, -0.64937, -0.93243], [5.00603, -0.38377, -2.48640], [5.71408, 0.70002, -1.53814], [1.68527, 0.57028, -4.01740], [-0.03061, 2.63360, -3.67666], [-6.33926, -1.46719, -0.26071], [-6.23670, -0.22392, -1.13990], [-4.85212, -0.02631, -1.75410], [-3.72124, 0.18042, -0.74632], [-3.91037, 1.36023, 0.20551], [-3.97741, 2.70802, -0.50904], [-5.67488, -1.40713, 0.60272], [-7.35579, -1.58700, 0.11687], [-6.08436, -2.36590, -0.82598], [-6.52619, 0.65848, -0.56252], [-6.96377, -0.30939, -1.95170], [-4.88798, 0.82387, -2.44100], [-4.60969, -0.89786, -2.37021], [-2.78594, 0.31843, -1.29902], [-3.58728, -0.73141, -0.15622], [-3.06994, 1.37364, 0.90365], [-4.80965, 1.22144, 0.81306], [-3.07381, 2.88151, -1.09540], [-4.06680, 3.52164, 0.21354], [-4.83777, 2.76597, -1.17732], [0.72407, -7.95925, 0.92421], [1.28817, -6.54804, 1.06379], [0.22058, -5.49009, 1.33524], [-0.82376, -5.32630, 0.22975], [-0.25727, -4.98379, -1.14673], [0.48637, -3.65220, -1.17762], [0.04965, -8.04190, 0.07067], [1.52875, -8.68083, 0.77584], [0.17559, -8.24998, 1.82252], [1.85866, -6.29088, 0.16718], [2.00095, -6.53718, 1.89264], [0.71278, -4.53009, 1.51702], [-0.29845, -5.74078, 2.26605], [-1.52452, -4.54080, 0.53064], [-1.41822, -6.24107, 0.14941], [-1.08523, -4.94051, -1.85937], [0.40417, -5.78155, -1.49605], [-0.16453, -2.83423, -0.86143], [0.83381, -3.42980, -2.18774], [1.36080, -3.66391, -0.52473]],
  "forces_ev_per_angstrom": [[0.14, 0.05, -0.23], [1.60, 0.17, 1.04], [-2.38, 1.23, -1.94], [0.10, -0.13, 0.57], [0.91, 0.10, -0.53], [1.21, -0.75, 0.99], [0.29, -0.75, 0.88], [-0.13, -1.03, -0.51], [0.14, 0.00, 0.09], [0.21, -0.80, 0.27], [0.48, 0.76, -0.96], [0.32, -0.21, 0.42], [1.27, -0.23, 0.03], [-0.28, 0.08, 0.35], [0.08, -0.29, -0.42], [-0.88, 0.16, -1.62], [0.90, 1.52, -1.05], [-0.36, -0.47, 0.49], [-0.16, -0.85, 0.83], [-0.74, -0.37, 1.31], [-0.08, 0.64, -0.11], [0.15, -0.07, -0.36], [-0.01, -0.12, 0.00], [-0.07, -0.03, 0.08], [-0.03, 0.12, 0.13], [-0.48, -0.30, 0.07], [-0.28, -0.43, -0.28], [0.10, -0.07, -0.02], [0.39, 0.03, 0.04], [-0.32, -0.32, 0.03], [-0.30, -0.01, 0.18], [-0.13, 0.05, 0.08], [-0.28, 0.25, -0.01], [-0.36, 0.58, -0.24], [0.16, 0.48, 0.20], [-0.09, 0.38, -0.10], [-0.41, 0.50, -0.07], [0.02, -0.14, -0.05], [-0.65, 0.04, 0.42], [-0.14, 0.07, -0.31], [-0.04, 0.13, 0.03], [-0.22, 0.14, 0.43], [0.31, -0.16, -0.15], [-0.08, 0.12, 0.02], [0.01, -0.14, -0.04], [0.00, 0.08, -0.03], [0.03, -0.08, 0.05], [0.03, 0.07, -0.12], [-0.05, -0.08, 0.17], [0.02, -0.03, -0.01], [0.01, -0.04, 0.01], [0.04, -0.01, 0.02], [0.02, 0.02, -0.02], [-0.02, 0.04, 0.01], [0.02, 0.00, 0.00], [-0.02, -0.01, 0.00], [0.01, 0.03, 0.02], [-0.01, -0.01, -0.02], [-0.01, -0.03, 0.03], [0.00, -0.04, 0.00], [-0.02, 0.01, -0.04], [0.01, 0.04, -0.04], [0.01, 0.01, -0.02], [0.12, 0.04, -0.07], [-0.06, -0.08, 0.10], [0.03, 0.09, -0.01], [-0.03, -0.10, 0.00], [-0.05, 0.14, 0.02], [0.04, -0.10, -0.10], [-0.03, -0.01, 0.02], [-0.03, -0.03, 0.01], [-0.04, 0.00, -0.02], [-0.01, 0.03, 0.00], [0.03, 0.03, -0.03], [-0.01, 0.01, -0.01], [0.01, -0.02, 0.01], [0.00, 0.01, -0.02], [0.01, 0.00, 0.02], [0.01, -0.04, -0.01], [-0.02, -0.02, 0.02], [0.03, 0.02, 0.04], [0.01, 0.05, 0.01], [-0.01, 0.05, 0.02]]
}